Record 1
The following is a DFT calculation (ωB97M-V/def2-TZVPD) of a structure of composition C25H28F5LuO2S.

* LUMO level: 0.0014 hartree
* orbital gap: 0.2630 Eh
* net charge: 0
* ΔE to the lowest compared entry with this formula, charge and spin: 20.7 kcal/mol

The geometry in XYZ format:
```
62
C25H28F5LuO2S ωB97M-V/def2-TZVPD
O 0.76 -0.53 -3.13
C 0.85 0.45 -4.21
C 0.67 -0.72 -5.22
H 1.85 0.87 -4.25
H 0.05 1.19 -4.14
C 0.97 -1.66 -4.00
H 1.41 -0.69 -6.02
H -0.42 -0.75 -5.52
C 2.43 -2.04 -3.84
H 3.00 -1.11 -3.60
H 2.86 -2.43 -4.77
H 2.57 -2.79 -3.04
C 0.02 -2.80 -3.73
H -1.02 -2.48 -3.88
H 0.13 -3.13 -2.70
H 0.29 -3.63 -4.39
Lu -0.20 0.68 0.84
C -2.65 0.21 -0.23
C -2.41 1.55 0.21
C -1.65 2.23 -0.83
H -2.85 2.03 1.09
C -1.56 1.33 -1.94
C -2.06 0.06 -1.52
H -2.04 -0.86 -2.11
H -3.28 -0.53 0.26
H -1.36 3.29 -0.83
H -1.37 1.62 -2.97
C -1.06 -1.48 1.57
C -0.77 -2.10 0.32
C 0.64 -2.12 0.14
H -1.49 -2.48 -0.40
C 1.23 -1.49 1.29
C 0.18 -1.16 2.20
H 0.31 -0.71 3.17
H -2.03 -1.33 1.99
H 1.17 -2.61 -0.69
H 2.30 -1.36 1.46
O 1.71 1.16 0.52
C 2.82 0.98 -0.45
C 3.77 2.18 -0.25
H 2.30 1.01 -1.42
H 3.28 -0.01 -0.28
C 3.18 3.03 0.89
H 3.73 2.76 -1.17
H 4.80 1.87 -0.07
C 1.88 2.37 1.36
H 2.96 4.03 0.52
H 3.89 3.11 1.71
H 1.00 3.05 1.24
H 2.01 2.03 2.40
F -4.20 -1.49 6.70
C -3.49 -0.77 5.81
C -3.94 -0.66 4.50
F -5.03 -1.32 4.07
C -3.23 0.13 3.61
F -3.82 0.34 2.39
C -2.00 0.72 3.94
S -1.03 1.71 2.89
C -1.55 0.57 5.26
F -0.35 1.09 5.60
C -2.30 -0.14 6.19
F -1.86 -0.26 7.46
```

=====

Record 2
The following is a DFT calculation (ωB97M-V/def2-TZVPD) of a structure of composition C25H28F6N4OPS2Tm.

* LUMO level (alpha / beta): 0.0112 / 0.0113 hartree
* orbital gap (alpha / beta): 0.2939 / 0.2941 Eh
* net charge: 0
* ΔE to the lowest compared entry with this formula, charge and spin: 29.7 kcal/mol
* 2S+1: 3

The geometry in XYZ format:
```
68
C25H28F6N4OPS2Tm ωB97M-V/def2-TZVPD
Tm 0.86 0.52 0.00
C 2.92 -2.15 -3.28
C 1.95 -1.00 -3.27
C 2.36 0.28 -3.60
C 1.48 1.35 -3.59
C 1.92 2.72 -4.04
C 0.16 1.14 -3.19
C -0.30 -0.15 -2.89
C -1.77 -0.39 -2.70
C 0.61 -1.21 -2.95
H 3.33 -2.29 -4.29
H 2.45 -3.07 -2.96
H 3.77 -1.94 -2.62
H 3.39 0.45 -3.89
H 1.58 2.90 -5.06
H 3.00 2.82 -4.01
H 1.48 3.48 -3.40
H -0.54 1.96 -3.19
H -2.32 -0.03 -3.58
H -2.15 0.15 -1.84
H -1.98 -1.46 -2.59
H 0.25 -2.22 -2.80
O -0.64 -0.03 1.44
N -0.49 0.38 2.70
C -1.56 0.86 3.37
C -1.44 1.36 4.63
C -0.19 1.35 5.25
C 0.88 0.78 4.59
C 0.73 0.25 3.30
S 1.95 -0.60 2.49
H -2.48 0.80 2.82
H -2.32 1.76 5.12
H -0.07 1.76 6.24
H 1.86 0.72 5.04
C 0.23 -6.15 0.80
C 0.41 -4.71 0.45
C 1.67 -4.12 0.35
C 1.77 -2.77 0.06
N 0.71 -1.99 -0.15
C -0.50 -2.55 -0.07
C -0.69 -3.89 0.21
H 1.14 -6.73 0.66
H -0.58 -6.60 0.22
H -0.05 -6.23 1.86
H 2.57 -4.70 0.51
H 2.74 -2.30 0.01
H -1.34 -1.90 -0.25
H -1.69 -4.29 0.26
C -4.38 3.85 2.98
C -3.89 3.08 1.79
C -4.72 2.20 1.09
C -4.12 1.46 0.09
N -2.84 1.57 -0.23
C -2.12 2.49 0.45
S -0.49 2.80 -0.04
N -2.61 3.23 1.45
H -5.16 4.55 2.69
H -3.55 4.40 3.41
H -4.79 3.17 3.73
H -5.77 2.10 1.33
H -4.69 0.74 -0.49
F 2.97 0.15 -0.33
P 3.53 1.78 -0.05
F 2.29 1.90 1.09
F 4.55 1.56 -1.23
F 4.49 1.22 1.06
F 3.90 3.28 0.16
F 2.32 2.15 -1.12
```

=====

Record 3
The following is a DFT calculation (ωB97M-V/def2-TZVPD) of a structure of composition C25H28I2N3OZn.

* LUMO level (alpha / beta): 0.0862 / 0.0825 hartree
* orbital gap (alpha / beta): 0.2286 / 0.1803 Eh
* net charge: -1
* ΔE to the lowest compared entry with this formula, charge and spin: 0.0 kcal/mol

The geometry in XYZ format:
```
60
C25H28I2N3OZn ωB97M-V/def2-TZVPD
Zn -0.66 -1.30 -1.04
I -1.25 5.65 -3.71
C -0.76 3.64 -3.38
C -1.62 2.66 -3.89
C -1.31 1.33 -3.65
I -2.59 -0.14 -4.38
C -0.19 0.91 -2.90
O 0.10 -0.32 -2.67
C 0.71 1.96 -2.45
C 1.89 1.61 -1.80
N 2.11 -0.29 1.01
C 3.23 -1.20 0.96
C 3.25 -2.03 -0.30
C 4.38 -2.79 -0.61
C 4.39 -3.54 -1.76
C 3.27 -3.51 -2.59
C 2.20 -2.72 -2.21
N 2.18 -2.01 -1.08
C 0.37 3.32 -2.68
H -2.50 2.92 -4.45
H 2.57 2.37 -1.46
H 2.12 0.57 -1.64
H 0.22 -0.15 0.69
H 3.16 -1.88 1.81
H 4.20 -0.69 1.06
H 5.24 -2.78 0.06
H 5.25 -4.14 -2.02
H 3.24 -4.07 -3.52
H 1.31 -2.65 -2.82
H 1.02 4.09 -2.29
C -4.00 -0.51 -0.21
C -3.64 0.80 0.48
C -3.07 1.83 -0.50
C -2.78 0.63 1.72
C -3.35 1.00 2.93
C -2.66 0.93 4.13
C -1.37 0.45 4.10
C -0.75 0.05 2.93
C 0.65 -0.55 3.04
C 0.67 -2.04 2.71
C 1.77 0.25 2.32
C -1.43 0.18 1.68
N -0.77 -0.02 0.49
H -4.69 -0.34 -1.04
H -4.47 -1.20 0.50
H -3.13 -1.02 -0.61
H -4.59 1.21 0.85
H -2.07 1.54 -0.83
H -2.99 2.81 -0.03
H -3.71 1.92 -1.39
H -4.37 1.37 2.92
H -3.13 1.24 5.06
H -0.81 0.36 5.03
H 0.89 -0.47 4.11
H 0.56 -2.22 1.64
H -0.16 -2.54 3.21
H 1.59 -2.52 3.04
H 2.19 0.43 0.30
H 2.65 0.29 2.97
H 1.43 1.28 2.18
```

=====

Record 4
The following is a DFT calculation (ωB97M-V/def2-TZVPD) of a structure of composition C25H28InNO16P.

* LUMO level: 0.0035 hartree
* orbital gap: 0.2160 Eh
* net charge: -1

The geometry in XYZ format:
```
72
C25H28InNO16P ωB97M-V/def2-TZVPD
C 2.40 -0.40 1.96
C 1.32 -0.10 0.87
O 0.86 -1.35 0.32
P 0.87 -1.43 -1.30
O 2.13 -2.00 -1.83
C 0.36 0.11 -2.13
C -1.16 0.47 -1.96
In -1.32 2.32 -0.70
O -3.37 2.92 -0.43
C -3.49 3.39 0.74
N -3.56 3.57 1.90
O -0.32 -2.50 -1.67
C 0.14 -3.85 -1.39
C -1.03 -4.79 -1.09
H 2.81 -1.40 1.82
H 2.01 -0.22 2.97
H 3.24 0.31 1.82
H 1.79 0.57 0.14
H 0.47 0.35 1.39
H 0.54 -0.07 -3.21
H 1.03 0.93 -1.84
H -1.70 -0.38 -1.53
H -1.54 0.73 -2.96
H -0.40 3.63 -1.51
H -0.64 2.18 0.94
H 0.70 -4.19 -2.27
H 0.79 -3.80 -0.51
H -1.74 -4.37 -0.36
H -0.60 -5.68 -0.61
H -1.54 -5.12 -2.00
C 5.57 -6.69 0.33
C 4.29 -6.89 -0.02
C 3.33 -5.74 -0.15
O 2.19 -5.98 -0.49
C 3.81 -4.40 0.14
C 5.09 -4.21 0.50
C 6.06 -5.34 0.60
O 7.21 -5.11 0.91
O 5.57 -2.99 0.77
O 3.80 -8.10 -0.27
H 6.27 -7.51 0.43
H 3.10 -3.58 0.06
H 6.51 -3.13 1.00
H 2.86 -7.96 -0.50
C -6.77 -1.73 0.43
C -7.89 -1.03 0.23
C -7.87 0.46 0.06
O -8.93 1.03 -0.14
C -6.59 1.14 0.15
C -5.46 0.45 0.35
C -5.48 -1.05 0.49
O -4.43 -1.64 0.66
O -4.29 1.04 0.43
O -9.09 -1.61 0.17
H -6.77 -2.81 0.55
H -6.59 2.22 0.04
H -3.64 0.32 0.58
H -9.72 -0.88 0.02
C 3.34 7.94 0.40
C 3.19 6.73 -0.16
C 1.88 6.00 -0.10
O 1.80 4.92 -0.65
C 0.77 6.62 0.61
C 0.93 7.82 1.18
C 2.22 8.57 1.10
O 2.30 9.67 1.61
O -0.06 8.43 1.84
O 4.18 6.12 -0.80
H 4.27 8.48 0.37
H -0.16 6.07 0.66
H 0.31 9.27 2.15
H 3.81 5.27 -1.11
```